# C2H7N2

A gas-phase ion, C2H7N2 (charge +1) at a distorted geometry (the ωB97M-V functional and the def2-TZVPD basis, the OMol25 dataset).

## Properties
Total charge = +1
SMILES = CNC=[NH2+]
HOMO level = -15.08 eV
Strongest force on any atom = 6.162 eV/Å
LUMO level = -0.1872 hartree
Orbital gap = 0.3670 Eh
Energy relative to the best compared isomer or geometry (same formula, charge and spin) = 261.25 kJ/mol

XYZ file:
```
11
Properties=species:S:1:pos:R:3:forces:R:3:lowdin_charge:R:1
C -0.209516 -0.185823 1.340720 3.04 -2.66 -4.66 0.068
C 0.326702 -0.272314 -1.288131 -1.15 -0.85 -1.28 -0.137
N 0.679975 -0.781580 0.023531 -1.96 1.18 4.28 -0.016
N -0.490759 1.042033 1.313843 -0.95 1.00 -0.20 0.219
H -0.398828 -0.818219 2.173699 -0.06 -0.63 0.48 0.135
H 0.602013 0.753876 -1.478118 0.08 0.22 -0.11 0.076
H 0.762143 -0.961024 -2.103935 -0.15 1.19 1.48 0.138
H -0.752973 -0.484297 -1.353445 0.09 0.87 -0.74 0.095
H 0.409894 -1.742329 -0.137635 0.19 -0.65 1.46 0.097
H -1.112962 1.583359 1.961125 1.09 -0.79 -0.52 0.198
H -0.223596 1.432951 0.424854 -0.22 1.10 -0.19 0.126
```
Forces are in eV/Å.



# C6H8CrLiO6

A molecular structure, C6H8CrLiO6 at a distorted geometry (the ωB97M-V functional and the def2-TZVPD basis, the OMol25 dataset).

## Properties
Total charge = +1
HOMO level (alpha / beta) = -12.35 / -12.35 eV
Strongest force on any atom = 2.362 eV/Å
LUMO level (alpha / beta) = -0.2325 / -0.2125 hartree
2S+1 = 5
Orbital gap (alpha / beta) = 0.2212 / 0.2412 Eh
Energy relative to the best compared isomer or geometry (same formula, charge and spin) = 164.22 kJ/mol

XYZ file:
```
22
Properties=species:S:1:pos:R:3:forces:R:3:lowdin_charge:R:1
O -2.101793 1.886700 -0.543895 0.88 -1.35 -0.42 0.023
C -1.170865 -2.076213 -1.261243 -1.21 -0.73 1.12 -0.328
C -1.765884 0.717452 -0.683843 -1.56 1.22 0.89 -0.162
O -1.333362 -2.799927 -0.258579 1.46 -0.41 -1.03 -0.018
O -2.268141 -1.423698 -1.671802 1.29 -0.51 0.46 -0.003
C -2.081274 -0.045321 -1.940702 -0.05 0.86 -0.88 -0.099
H -1.405591 0.138129 0.189254 0.33 0.16 -0.17 0.137
H 2.430158 -1.443101 -0.219608 -0.54 -1.24 0.66 0.064
H -1.276407 0.122109 -2.666705 -0.11 -0.02 -0.05 0.156
H -3.032775 0.328627 -2.343968 0.39 -0.14 0.03 0.164
Li -1.115683 2.860124 0.845110 0.44 -0.13 0.44 0.771
Cr 0.617714 -3.204032 -0.817225 -1.47 1.30 0.22 1.081
O 1.252039 0.551006 2.238437 0.44 -0.91 0.14 0.009
C 0.476654 1.546894 1.766003 -0.98 0.45 0.05 -0.816
C 2.295391 0.033762 1.411047 0.47 0.33 0.95 -0.206
O -0.564191 1.789816 2.423386 0.14 -0.04 -0.33 -0.051
O 0.772991 2.123344 0.693035 0.13 -0.05 -0.58 -0.063
C 1.773353 -0.646293 0.156452 -0.82 1.70 -1.42 -0.097
H 2.841997 -0.667091 2.053691 -0.27 0.15 -0.08 0.130
H 2.994127 0.841006 1.157029 -0.23 -0.18 -0.10 0.136
H 2.043637 0.002484 -0.691351 -0.68 0.40 0.16 0.093
H 0.617907 -0.635776 0.165477 1.95 -0.87 -0.04 0.080
```
Forces are in eV/Å.



# C31H37N3OPtSb2

A molecular structure, C31H37N3OPtSb2 at a distorted geometry (the ωB97M-V functional and the def2-TZVPD basis, the OMol25 dataset).

## Properties
Total charge = +2
HOMO level = -12.86 eV
Strongest force on any atom = 3.393 eV/Å
LUMO level = -0.2556 hartree
Orbital gap = 0.2170 Eh
Energy relative to the best compared isomer or geometry (same formula, charge and spin) = 164.91 kJ/mol

XYZ file:
```
75
Properties=species:S:1:pos:R:3:forces:R:3:lowdin_charge:R:1
Pt -0.533425 0.784994 0.035035 0.76 -3.11 1.13 0.976
O -4.280289 0.979340 -1.456247 -0.37 -0.12 0.02 0.125
C -3.084915 0.884099 -1.316896 -0.05 0.17 0.32 -0.496
N -2.476850 0.378535 -0.212344 -0.04 0.49 -0.48 -0.157
C -3.321788 0.008432 0.903508 -0.31 0.25 -0.24 -0.144
C -2.509094 -0.185165 2.118284 -0.05 -0.08 0.14 -0.255
C -3.047546 -0.719013 3.281666 0.02 -0.03 0.15 0.028
C -2.240485 -0.892439 4.385901 0.00 -0.03 0.05 0.002
C -0.900515 -0.517401 4.313029 -0.05 0.04 0.04 -0.016
C -0.439943 0.027385 3.141099 -0.02 0.12 -0.12 -0.137
N -1.227910 0.179816 2.056974 1.26 0.78 -0.38 -0.023
C -2.125151 1.292262 -2.375303 0.03 -0.01 -0.03 -0.194
C -2.552297 1.953939 -3.501249 -0.08 -0.07 -0.34 0.045
C -1.614646 2.294999 -4.463036 0.01 0.02 -0.02 0.006
C -0.283113 1.957548 -4.257952 -0.10 -0.13 -0.11 -0.017
C 0.064406 1.304383 -3.094151 0.18 -0.25 0.15 -0.110
N -0.843521 0.970427 -2.165427 0.85 1.29 0.81 -0.016
H -3.882506 -0.902260 0.676633 -0.02 -0.04 -0.05 0.139
H -4.077503 0.779717 1.088852 -0.03 0.06 -0.04 0.153
H -4.096112 -0.986563 3.307242 0.03 -0.01 -0.03 0.141
H -2.643039 -1.310469 5.299240 0.00 0.00 -0.02 0.132
H -0.234194 -0.632283 5.156539 -0.01 0.02 -0.01 0.128
H 0.581805 0.368475 3.045488 -0.01 0.02 0.03 0.076
H -3.604965 2.181395 -3.602790 0.01 -0.04 0.02 0.143
H -1.916102 2.814838 -5.363310 0.01 0.02 0.03 0.133
H 0.475951 2.194470 -4.990620 0.00 -0.01 0.03 0.126
H 1.088917 1.014893 -2.895913 0.01 0.08 0.08 0.117
C -2.110391 -3.042037 -0.606076 -0.16 0.21 -0.07 -0.263
Sb -0.316437 -1.948658 -0.356492 -0.09 -0.30 -0.21 1.362
C 0.785800 -2.749760 -1.971956 0.00 0.07 -0.10 -0.259
C 0.505155 -2.993031 1.330375 -0.14 -0.20 -0.17 -0.282
C 1.830991 -3.573528 0.944495 -0.40 -0.02 0.29 -0.317
C 1.910061 -4.831967 0.362033 0.01 -0.18 0.01 -0.053
C 3.121307 -5.337820 -0.091753 -0.20 0.01 -0.04 -0.050
C 4.261986 -4.562189 0.006823 0.09 0.21 -0.01 -0.050
C 4.188035 -3.311798 0.608918 0.23 -0.08 0.10 -0.040
C 2.989530 -2.827507 1.120923 0.39 0.54 0.20 -0.291
C 2.987968 -1.528971 1.902451 -0.52 -0.13 -0.46 -0.260
Sb 2.303191 0.180197 0.758101 -0.38 0.11 -0.46 1.373
C 3.147951 1.724728 1.935706 -0.23 0.22 -0.01 -0.273
C 3.819832 0.033892 -0.709525 -0.22 0.17 -0.33 -0.264
H -1.838193 -4.066599 -0.854590 -0.02 -0.01 0.03 0.028
H -2.693982 -2.609374 -1.417164 -0.04 -0.05 0.02 0.023
H -2.694115 -3.021682 0.312600 0.00 -0.05 -0.01 0.013
H 0.806035 -3.830785 -1.850692 0.05 0.01 -0.07 0.019
H 1.803277 -2.362926 -1.986253 0.00 -0.05 0.01 0.010
H 0.278556 -2.488990 -2.900558 0.03 0.00 0.00 0.023
H -0.238247 -3.750895 1.579212 0.10 -0.04 0.10 0.079
H 0.558018 -2.263949 2.134558 -0.01 -0.17 0.14 0.019
H 1.011299 -5.435930 0.285007 0.03 0.02 -0.04 0.125
H 3.168753 -6.325120 -0.531707 -0.02 0.01 0.03 0.118
H 5.207853 -4.931332 -0.365851 0.00 0.02 0.02 0.117
H 5.088690 -2.717893 0.726343 0.01 -0.07 0.01 0.120
H 4.000166 -1.233673 2.179509 -0.04 0.01 0.04 0.077
H 2.358697 -1.567898 2.790681 0.20 -0.13 0.12 0.059
H 4.089472 1.360389 2.343321 -0.02 -0.04 -0.01 0.030
H 2.481453 2.021891 2.743006 0.06 0.02 0.03 0.015
H 3.339166 2.588813 1.301054 0.02 0.01 0.05 0.025
H 4.771646 0.179660 -0.199894 -0.02 -0.02 0.00 0.034
H 3.694062 0.803412 -1.469440 0.07 -0.02 0.00 0.014
H 3.792195 -0.948384 -1.177045 0.02 -0.01 0.03 0.009
C 0.158496 2.749488 0.546055 -1.20 -0.30 -0.74 -0.225
C -0.810554 3.586221 -0.193815 0.29 0.57 0.40 -0.347
C -2.034514 3.925461 0.384220 -0.18 -0.03 0.09 -0.051
C -2.906529 4.790990 -0.256443 -0.03 -0.14 0.12 -0.052
C -2.563289 5.333620 -1.485735 0.00 0.08 -0.11 -0.058
C -1.348479 5.005881 -2.071661 0.00 -0.06 -0.04 -0.066
C -0.485134 4.128773 -1.434318 0.16 0.13 -0.13 -0.067
H 0.073415 2.804007 1.629424 0.11 0.07 -0.01 0.067
H 1.174936 2.843347 0.183230 0.05 0.19 0.07 0.024
H -2.281814 3.525945 1.363727 -0.04 0.05 -0.02 0.116
H -3.843242 5.064853 0.211207 0.01 -0.03 0.00 0.117
H -3.229876 6.031639 -1.974834 0.00 -0.01 0.00 0.116
H -1.065796 5.459760 -3.013256 0.01 -0.05 -0.01 0.116
H 0.477431 3.895376 -1.878178 0.00 0.08 0.00 0.113
```
Forces are in eV/Å.



# C4H11O

2 unconnected molecules or ions with the total composition C4H11O (the ωB97M-V functional and the def2-TZVPD basis, the OMol25 dataset).

## Properties
Total charge = -1
HOMO level = -2.27 eV
Strongest force on any atom = 0.571 eV/Å
LUMO level = 0.1662 hartree
Orbital gap = 0.2497 Eh
Energy relative to the best compared isomer or geometry (same formula, charge and spin) = 4.89 kJ/mol

XYZ file:
```
16
Properties=species:S:1:pos:R:3:forces:R:3:lowdin_charge:R:1
C 0.873789 1.708270 0.350890 -0.30 -0.46 0.17 -0.598
O 0.235619 0.555859 0.032255 0.04 0.30 0.14 -0.351
C 1.690853 2.232403 -0.852185 -0.48 -0.19 0.17 -0.163
H 1.559582 1.587953 1.233056 0.23 0.10 -0.11 0.064
H 0.177634 2.518517 0.697274 0.03 0.16 -0.18 0.064
H 2.208852 3.187511 -0.709070 0.13 0.00 0.14 0.036
H 0.966032 2.338710 -1.665300 0.17 0.02 -0.12 0.045
H 2.379861 1.425480 -1.107457 0.18 0.16 -0.18 0.045
C -0.760918 -2.215751 0.767048 -0.19 0.29 0.09 -0.192
C -1.775583 -1.689222 -0.268041 0.13 -0.44 0.15 -0.188
H 0.071281 -2.757967 0.316415 -0.08 -0.06 -0.02 0.049
H -1.246216 -2.849027 1.515925 0.09 -0.15 -0.05 0.039
H -0.330999 -1.346347 1.264667 0.12 -0.03 -0.03 0.034
H -2.786594 -2.024459 -0.011957 -0.04 0.20 -0.04 0.041
H -1.697267 -0.604736 -0.293716 -0.05 0.06 -0.08 0.030
H -1.565927 -2.067196 -1.269802 0.03 0.02 -0.05 0.047
```
Forces are in eV/Å.



Per-record E_tot, eV: -5158.758 -47254.613 -55571.942 -6373.162